(1)
Molecular formula: C5H6O2
Method: DFT, the ωB97M-V functional and the def2-TZVPD basis

For the frontier orbital gap, the calculation gives 9.04 eV. As for the energy above the lowest of the compared OMol25 structures with the same formula, charge and spin: 4.2331 eV. Its electronic energy is -344.44635 a.u. The calculation puts the largest force on an atom at 0.56 eV/Å. The value obtained for the lowest unoccupied orbital energy is 0.23 eV.

Structure (ORCA input):
```
! wB97M-V def2-TZVPD RIJCOSX def2/J DEFGRID3
* xyz 0 1
O -1.44 -1.48 1.29
C -0.74 -0.77 0.60
C -0.17 -1.31 -0.72
O 0.95 -0.52 -1.13
C 1.72 -0.21 -0.12
C -0.43 1.67 0.14
C -0.41 0.64 0.99
H -0.91 -1.25 -1.52
H 0.13 -2.35 -0.57
H 2.40 0.57 -0.54
H -0.62 1.53 -0.92
H -0.25 2.69 0.47
H -0.22 0.78 2.05
*
```

=====

(2)
Molecular formula: C5H6O2
Method: DFT, the ωB97M-V functional and the def2-TZVPD basis

For the frontier orbital gap, the calculation gives 9.24 eV. As for the energy above the lowest of the compared OMol25 structures with the same formula, charge and spin: 5.6252 eV. Its electronic energy is -344.39519 a.u. The calculation puts the largest force on an atom at 2.06 eV/Å. The value obtained for the lowest unoccupied orbital energy is 0.98 eV.

Structure (ORCA input):
```
! wB97M-V def2-TZVPD RIJCOSX def2/J DEFGRID3
* xyz 0 1
C -1.09 -0.85 0.37
O -0.47 -0.05 1.40
C 0.29 0.94 0.76
C 1.34 0.39 -0.25
O 1.16 -1.02 -0.41
C -0.21 -0.69 -0.85
C 0.18 0.78 -1.11
H -2.12 -0.51 0.18
H -1.10 -1.89 0.72
H 0.61 1.74 1.42
H 2.36 0.76 -0.25
H -0.52 -1.25 -1.74
H -0.42 1.64 -0.24
*
```

=====

(3)
Molecular formula: C5H6O2
Method: DFT, the ωB97M-V functional and the def2-TZVPD basis

For the frontier orbital gap (spin up / spin down), the calculation gives 8.54 / 8.54 eV. As for the energy above the lowest of the compared OMol25 structures with the same formula, charge and spin: 5.3692 eV. Its electronic energy is -344.40460 a.u. The calculation puts the largest force on an atom at 1.29 eV/Å. The value obtained for the lowest unoccupied orbital energy (spin up / spin down) is -0.64 / -0.64 eV.

Structure (ORCA input):
```
! wB97M-V def2-TZVPD RIJCOSX def2/J DEFGRID3
* xyz 0 1
O 2.16 -0.98 -1.17
C 1.54 -0.13 -0.64
C -0.15 -0.02 -0.20
C 0.30 -0.07 1.22
C -1.13 -0.99 -0.22
C -0.51 1.34 -0.72
O -1.45 1.55 -1.46
H 1.67 0.42 0.55
H -0.22 0.55 1.95
H 0.65 -1.03 1.60
H -2.11 -0.78 -0.64
H -0.93 -2.00 0.13
H 0.17 2.15 -0.40
*
```

=====

(4)
Molecular formula: C5H6O2
Method: DFT, the ωB97M-V functional and the def2-TZVPD basis

For the frontier orbital gap, the calculation gives 10.67 eV. As for the energy above the lowest of the compared OMol25 structures with the same formula, charge and spin: 3.4356 eV. Its electronic energy is -344.47566 a.u. The calculation puts the largest force on an atom at 0.92 eV/Å. The value obtained for the lowest unoccupied orbital energy is 0.89 eV.

Structure (ORCA input):
```
! wB97M-V def2-TZVPD RIJCOSX def2/J DEFGRID3
* xyz 0 1
C 2.76 -0.56 -0.84
C 1.61 -0.54 -0.45
C 0.18 -0.16 -0.28
C 0.08 1.15 0.43
O -0.68 2.03 0.12
C -1.17 -0.70 0.52
O -2.25 -0.29 -0.27
H 3.78 -0.59 -1.19
H -0.21 -0.12 -1.30
H 0.61 1.13 1.41
H -1.30 -0.24 1.53
H -1.23 -1.78 0.66
H -2.19 0.68 -0.35
*
```

=====

(5)
Molecular formula: C5H6O2
Method: DFT, the ωB97M-V functional and the def2-TZVPD basis

For the frontier orbital gap, the calculation gives 10.25 eV. As for the energy above the lowest of the compared OMol25 structures with the same formula, charge and spin: 0.9905 eV. Its electronic energy is -344.56551 a.u. The calculation puts the largest force on an atom at 1.38 eV/Å. The value obtained for the lowest unoccupied orbital energy is 0.36 eV.

Structure (ORCA input):
```
! wB97M-V def2-TZVPD RIJCOSX def2/J DEFGRID3
* xyz 0 1
C 0.69 1.36 0.69
C 0.05 0.08 0.21
C 0.50 -2.28 -0.30
C 0.97 -1.04 -0.14
C -2.71 2.01 -0.85
O -3.54 1.32 -1.23
O -1.16 -0.06 0.12
H -0.09 2.06 1.00
H 1.30 1.81 -0.10
H 1.36 1.15 1.54
H -0.56 -2.47 -0.20
H 1.16 -3.11 -0.53
H 2.03 -0.82 -0.22
*
```

=====

(6)
Molecular formula: C5H6O2
Method: DFT, the ωB97M-V functional and the def2-TZVPD basis

For the frontier orbital gap, the calculation gives 11.28 eV. As for the energy above the lowest of the compared OMol25 structures with the same formula, charge and spin: 2.4156 eV. Its electronic energy is -344.51314 a.u. The calculation puts the largest force on an atom at 1.49 eV/Å. The value obtained for the lowest unoccupied orbital energy is 0.96 eV.

Structure (ORCA input):
```
! wB97M-V def2-TZVPD RIJCOSX def2/J DEFGRID3
* xyz 0 1
C -0.70 2.37 0.10
C -0.52 1.19 0.27
C -0.18 -0.21 0.36
C -1.33 -1.17 0.05
O 0.84 -0.32 -0.84
C 2.15 -0.22 -0.52
O 2.52 -0.27 0.62
H -1.01 3.38 0.02
H 0.15 -0.41 1.40
H -1.69 -0.97 -0.96
H -2.18 -1.08 0.74
H -0.96 -2.20 0.13
H 2.88 -0.09 -1.36
*
```

=====

(7)
Molecular formula: C5H6O2
Method: DFT, the ωB97M-V functional and the def2-TZVPD basis

For the frontier orbital gap, the calculation gives 10.29 eV. As for the energy above the lowest of the compared OMol25 structures with the same formula, charge and spin: 1.9024 eV. Its electronic energy is -344.53200 a.u. The calculation puts the largest force on an atom at 1.70 eV/Å. The value obtained for the lowest unoccupied orbital energy is 0.20 eV.

Structure (ORCA input):
```
! wB97M-V def2-TZVPD RIJCOSX def2/J DEFGRID3
* xyz 0 1
C -1.35 -1.05 -0.21
C -0.11 -0.23 0.10
C 0.39 2.03 -0.33
C 0.17 0.83 -0.84
C 1.93 -1.83 1.16
O 2.77 -1.33 1.73
O 0.47 -0.29 1.16
H -1.59 -1.49 0.75
H -1.26 -1.82 -0.98
H -2.18 -0.42 -0.54
H 0.82 2.12 0.66
H 0.14 2.90 -0.94
H -0.24 0.69 -1.81
*
```

=====

(8)
Molecular formula: C5H6O2
Method: DFT, the ωB97M-V functional and the def2-TZVPD basis

For the frontier orbital gap, the calculation gives 8.44 eV. As for the energy above the lowest of the compared OMol25 structures with the same formula, charge and spin: 5.1317 eV. Its electronic energy is -344.41332 a.u. The calculation puts the largest force on an atom at 3.57 eV/Å. The value obtained for the lowest unoccupied orbital energy is -0.58 eV.

Structure (ORCA input):
```
! wB97M-V def2-TZVPD RIJCOSX def2/J DEFGRID3
* xyz 0 1
O -2.13 0.01 0.27
C -1.00 -0.73 0.63
C 0.02 -0.41 -0.42
C -0.29 1.69 -0.44
O 0.07 2.27 0.53
C 1.38 -0.76 -0.16
C 2.55 -0.97 0.08
H -1.59 0.83 -0.14
H -0.63 -0.53 1.65
H -1.16 -1.82 0.54
H -0.34 -0.67 -1.42
H -0.46 2.22 -1.41
H 3.59 -1.13 0.29
*
```

=====

(9)
Molecular formula: C5H6O2
Method: DFT, the ωB97M-V functional and the def2-TZVPD basis

For the frontier orbital gap, the calculation gives 9.46 eV. As for the energy above the lowest of the compared OMol25 structures with the same formula, charge and spin: 2.3076 eV. Its electronic energy is -344.51711 a.u. The calculation puts the largest force on an atom at 1.45 eV/Å. The value obtained for the lowest unoccupied orbital energy is 0.68 eV.

Structure (ORCA input):
```
! wB97M-V def2-TZVPD RIJCOSX def2/J DEFGRID3
* xyz 0 1
C -1.07 -0.33 -1.09
C -0.38 0.20 0.15
O -0.81 1.45 0.58
C 0.08 -0.72 1.22
C 1.09 -0.11 0.30
C 2.26 0.31 0.08
O 3.34 0.63 -0.26
H -1.80 0.39 -1.45
H -0.35 -0.52 -1.89
H -1.59 -1.26 -0.87
H -0.72 2.10 -0.13
H 0.07 -0.36 2.24
H -0.10 -1.78 1.11
*
```

=====

(10)
Molecular formula: C5H6O2
Method: DFT, the ωB97M-V functional and the def2-TZVPD basis

For the frontier orbital gap, the calculation gives 8.98 eV. As for the energy above the lowest of the compared OMol25 structures with the same formula, charge and spin: 3.6872 eV. Its electronic energy is -344.46641 a.u. The calculation puts the largest force on an atom at 0.38 eV/Å. The value obtained for the lowest unoccupied orbital energy is 0.80 eV.

Structure (ORCA input):
```
! wB97M-V def2-TZVPD RIJCOSX def2/J DEFGRID3
* xyz 0 1
C 0.25 1.88 -0.04
C -0.52 0.58 0.06
O 0.09 -0.28 -1.22
C 0.34 -1.52 -1.07
O 0.12 -2.23 -0.07
C -0.47 -0.14 1.29
C -0.23 -1.40 1.35
H 1.29 1.75 0.26
H -0.21 2.59 0.66
H 0.21 2.30 -1.04
H -1.54 0.70 -0.30
H 0.80 -2.01 -1.93
H -0.13 -2.22 2.04
*
```